ORCA calculation (ωB97M-V/def2-TZVPD) on a 2-piece molecular cluster, H8N2Si2 overall at a distorted geometry.

The calculation puts the calculated total energy at -18860.794 eV. As for the maximum force: 0.0682 hartree/bohr. As for the energy relative to the best compared isomer or geometry (same formula, charge and spin): 132.2 kcal per mole. As for the SMILES: NN=[SiH2].[SiH4]. The calculation puts the HOMO energy at -8.1 eV. For the orbital gap, the calculation gives 8.20 eV. The calculation puts the lowest unoccupied orbital energy at 0.14 eV.

The geometry in XYZ format:
```
12
Properties=species:S:1:pos:R:3:forces:R:3:lowdin_charge:R:1
N 1.014 -1.230 -0.953 1.1 1.4 -3.0 -0.13
N 1.508 0.057 -0.594 0.1 -0.7 0.9 -0.38
Si -1.985 0.112 0.029 -0.3 1.4 0.8 0.62
Si 1.967 0.745 0.803 -0.4 -2.1 -0.3 0.62
H 0.129 -1.378 -0.530 -0.6 -0.3 0.4 -0.06
H 0.821 -1.151 -2.036 0.4 -0.3 2.8 0.12
H -0.719 0.878 0.236 -0.7 0.1 0.0 -0.15
H -1.544 -1.059 -0.643 -0.4 -0.8 -1.0 -0.14
H -2.501 -0.347 1.293 -0.1 -0.3 0.8 -0.14
H -3.154 0.917 -0.445 0.5 -0.2 -0.5 -0.11
H 2.122 0.412 2.278 -0.4 -0.2 -0.7 -0.10
H 2.342 2.042 0.563 0.7 2.1 -0.3 -0.14
```
Forces are in eV/Å.